Record 1
C41H38IrN9O5S | ωB97M-V/def2-TZVPD

XYZ file:
```
95
Properties=species:S:1:pos:R:3:mulliken_spin:R:1
H 1.597 0.041 3.748 -0.002
H -0.716 1.365 -4.434 0.003
H -1.760 -2.796 -4.814 0.013
C 0.116 -0.700 2.595 0.035
H 2.320 0.969 -0.559 0.007
C -3.938 -2.472 2.089 0.011
H -0.769 7.006 2.211 0.000
C 0.044 -3.439 -3.750 0.060
H -5.469 3.962 -1.719 0.000
C -1.000 3.691 1.515 -0.001
H 5.032 -5.326 1.264 0.001
C 0.732 -3.331 -2.580 0.005
H -3.560 -1.744 -1.201 0.006
C -1.172 -2.727 -3.911 0.148
H 0.436 -4.046 -4.556 0.007
H -4.062 4.002 -0.618 0.000
N 0.943 -1.019 1.655 -0.021
H 2.224 5.275 -4.248 0.000
N 1.230 3.745 -3.244 0.002
C -4.712 3.359 -1.217 0.000
C -3.956 -2.172 -0.294 0.004
C 0.603 1.636 -2.650 -0.003
N -1.112 3.572 5.242 0.000
O -1.267 3.233 -0.790 0.001
C -5.642 -3.574 0.750 0.008
C 0.403 3.230 -4.230 -0.003
C -3.274 3.503 -3.220 0.000
H -0.843 5.417 0.286 0.000
H 2.903 1.430 1.781 0.002
H -2.518 -1.375 -2.948 0.019
C -3.314 -1.859 0.947 0.008
S -1.622 -0.536 2.584 0.023
H 1.052 -4.928 -0.266 0.002
C -2.202 -1.004 1.025 -0.014
O -1.231 2.377 5.400 0.000
C 4.206 -4.702 0.945 0.010
H 3.316 -1.442 0.695 0.010
H 3.108 3.723 -4.232 0.000
N -3.937 2.647 -2.238 0.000
C -0.860 5.940 2.381 0.000
H 1.682 -3.831 -2.449 0.014
C 1.802 3.008 -0.987 -0.007
H 1.263 5.080 -1.108 0.000
H -0.913 6.108 4.535 0.000
N 0.679 -0.370 3.825 0.018
C 2.061 -3.082 0.134 -0.043
H 2.938 -6.354 0.423 -0.001
N -2.654 0.706 -1.392 -0.002
H -3.521 -2.293 3.072 0.001
C 0.242 -2.519 -1.522 0.106
O 0.498 0.655 -1.935 -0.015
C 2.469 4.398 -3.653 0.000
C 3.242 -2.519 0.622 -0.002
H 3.007 4.722 -2.766 0.000
N 1.411 2.714 -2.318 0.001
N -0.950 -1.831 -1.704 0.153
C -5.043 -3.288 1.980 -0.004
H 1.928 5.562 1.222 0.000
C 1.678 4.299 -0.485 0.001
C 2.265 1.976 -0.175 0.001
H -0.137 5.060 -5.193 0.000
N 0.438 -1.227 0.396 0.310
C 2.034 4.558 0.830 0.000
C 0.931 -2.244 -0.324 0.161
H -1.140 2.117 2.972 -0.001
H 2.728 3.735 2.687 0.000
C 2.481 3.534 1.652 0.002
H -5.204 2.636 -0.572 0.000
H -5.493 -3.182 -1.358 0.000
H -4.037 4.104 -3.712 0.000
C -0.894 5.060 1.307 -0.001
H -2.778 2.880 -3.961 0.000
H -6.509 -4.218 0.676 0.001
H -0.709 3.589 -5.996 0.000
Ir -1.080 -0.237 -0.473 0.027
H 0.059 0.128 4.446 -0.001
H 5.207 -2.857 1.395 0.000
C 2.585 2.246 1.145 -0.005
C -0.023 1.995 -3.903 0.007
C 3.035 -5.276 0.472 -0.007
H -2.531 4.144 -2.737 0.000
H 0.987 4.058 -6.118 0.000
C -3.221 1.629 -1.775 0.003
H -5.453 -3.723 2.888 0.000
C -1.048 4.087 3.858 0.000
C 0.122 4.033 -5.452 0.000
C -1.080 3.189 2.807 0.004
O -0.727 1.555 0.628 0.006
C -1.020 2.748 0.326 -0.002
C 1.974 -4.474 0.075 0.027
C -1.599 -1.942 -2.874 -0.077
C -5.065 -2.991 -0.377 -0.007
C 4.301 -3.318 1.020 -0.007
C -0.939 5.456 3.676 -0.001
O -1.031 4.380 6.152 0.000
```

As for the net charge: -1. The expectation value of S² is 0.77. The calculation puts the LUMO energy (alpha / beta) at 1.8 / 1.8 eV. As for the orbital gap (alpha / beta): 3.40 / 3.36 eV. The spin multiplicity is 2. As for the HOMO energy (alpha / beta): -0.059 / -0.058 Ha.



Record 2
C3H5N3 | ωB97M-V/def2-TZVPD

XYZ file:
```
11
Properties=species:S:1:pos:R:3:nbo_charge:R:1
C -0.321 0.004 -0.193 0.382
N -1.046 0.005 -1.479 -0.837
N 1.581 0.398 2.777 -0.358
H 1.449 -0.035 -1.608 0.415
N 0.949 -0.355 -0.769 -0.887
H -2.194 0.445 -1.419 0.384
H -0.877 -1.058 -1.776 0.410
H 1.787 -0.811 -0.203 0.395
C 0.685 0.555 2.048 0.274
C -0.554 0.364 1.060 -0.424
H -1.458 0.488 1.562 0.245
```

As for the net charge: 0. The calculation puts the LUMO energy at 0.6 eV. As for the SMILES: N#CC=C(N)N. As for the orbital gap: 9.74 eV. The spin multiplicity is 1. As for the HOMO energy: -0.336 Ha.



Record 3
C6H13N2S | ωB97M-V/def2-TZVPD

XYZ file:
```
22
Properties=species:S:1:pos:R:3:nbo_charge:R:1
N 0.661 -0.570 0.707 -0.351
H -1.330 -0.489 1.562 0.253
H 3.078 1.108 0.716 0.447
H 2.023 2.203 0.186 0.456
H 0.883 -1.508 -1.049 0.258
H 0.650 0.933 2.057 0.251
H 0.933 0.842 -1.525 0.283
N 2.063 1.234 0.268 -0.550
C 1.880 0.442 -1.061 -0.251
H 2.748 0.513 -1.746 0.265
C 1.504 -0.878 -0.467 -0.248
H -3.502 0.403 -0.748 0.239
H -3.335 -0.156 0.903 0.221
H -0.930 -2.132 0.672 0.265
C -1.497 -0.090 -0.327 -0.399
C -2.995 -0.285 -0.101 -0.614
S -1.080 1.636 -0.314 -0.128
C -0.727 -0.980 0.721 -0.256
C 0.962 0.710 1.110 0.215
H -3.273 -1.281 -0.299 0.218
H -1.175 -0.355 -1.368 0.205
H 2.460 -1.301 0.103 0.219
```

As for the net charge: +1. The calculation puts the LUMO energy (alpha / beta) at -4.5 / -4.5 eV. As for the SMILES: C[C@@H]([S-])C[N+]1=C[NH2+]CC1. As for the orbital gap (alpha / beta): 7.33 / 7.33 eV. The spin multiplicity is 1. As for the HOMO energy (alpha / beta): -0.436 / -0.436 Ha.



Record 4
C24H60F4KN2O24P4S4 | ωB97M-V/def2-TZVPD

XYZ file:
```
123
Properties=species:S:1:pos:R:3:lowdin_charge:R:1
H -2.083 0.208 -0.101 0.083
H -1.046 -1.949 -6.726 0.085
H -4.888 4.143 -6.877 0.075
H 2.728 -6.739 -2.026 0.076
H -3.755 4.136 1.663 0.077
O 3.146 -3.602 1.940 -0.318
H -1.302 -2.938 1.501 0.115
C 2.150 -0.823 -3.099 -0.060
H -1.438 -5.044 -2.689 0.114
H -3.227 2.134 5.494 0.116
O 0.869 3.925 6.867 -0.286
O 0.257 3.615 4.124 -0.291
H -1.643 -0.587 -2.349 0.114
H 0.058 -5.671 1.232 0.081
H -3.317 2.941 0.441 0.075
F 2.890 2.940 7.512 -0.205
H -0.361 0.492 -6.720 0.118
C 2.981 -5.686 -1.913 -0.076
K 1.507 -0.816 1.799 0.728
H -2.859 2.687 -6.576 0.115
H -0.122 4.355 -0.201 0.110
H -3.588 -2.767 3.374 0.072
C 5.793 3.572 -0.602 -0.063
H -2.675 1.603 7.952 0.081
H 2.772 -1.668 -3.413 0.085
O -1.284 0.867 -4.937 -0.181
C 1.847 5.116 0.027 -0.073
C -1.192 0.083 -6.150 -0.243
C -1.176 -4.199 -3.328 -0.250
H -3.067 0.184 6.999 0.073
H 3.838 0.331 -2.480 0.105
C 0.881 3.963 -0.044 -0.219
H -0.351 0.246 -0.179 0.052
C -2.913 3.640 1.170 -0.066
H -3.638 4.853 -5.872 0.076
H 5.699 4.513 -1.154 0.078
O 1.476 1.696 3.277 -0.329
P -2.070 0.703 3.525 0.372
H -3.700 -0.641 1.951 0.108
C 4.879 2.571 -1.287 -0.283
C -0.335 -4.677 -4.491 -0.070
H -5.090 -2.172 4.202 0.077
H 2.349 -5.462 0.083 0.115
H -5.100 4.108 -5.107 0.082
O 3.546 3.066 -1.245 -0.179
C -1.245 0.674 -0.623 -0.044
H -0.295 0.574 -2.563 0.094
O -1.289 -3.896 -0.324 -0.150
H -4.396 1.917 -6.230 0.118
N 3.474 -1.743 3.710 -0.291
O -0.445 -3.234 -2.558 -0.167
H 2.116 5.416 -0.991 0.084
H 6.827 3.242 -0.686 0.077
C -1.342 -3.963 1.107 -0.236
S 3.955 -3.209 3.061 0.510
O -1.460 1.250 4.846 -0.164
H 2.888 -5.201 -2.892 0.072
H -0.897 -5.127 -5.308 0.078
H -5.141 -2.587 2.538 0.077
H 0.307 -5.504 -4.162 0.070
H 1.381 5.989 0.482 0.084
H -1.357 0.652 7.409 0.078
H 4.058 -5.637 -1.727 0.081
H 0.691 -4.191 1.734 0.052
S 1.513 2.940 3.989 0.475
C -2.056 2.969 2.222 -0.267
N 2.567 2.985 5.163 -0.270
P 0.021 -3.514 -1.091 0.357
C -2.246 1.871 5.894 -0.236
H -2.348 4.467 0.737 0.069
H 0.046 -1.480 -5.384 0.058
O 1.095 3.087 -1.186 -0.158
P 2.289 2.087 -1.220 0.364
C -4.104 -0.727 2.963 -0.289
H 1.787 -1.054 -2.099 0.054
H -1.281 1.741 -0.411 0.069
H -1.685 2.787 6.078 0.115
H -5.022 -0.132 2.876 0.120
C -0.246 -4.763 1.753 -0.064
C -4.375 4.055 -5.916 -0.071
H -0.375 -4.925 2.822 0.089
C -1.264 0.406 -2.097 -0.208
H 3.235 0.662 -4.170 0.120
O -1.146 0.018 2.640 -0.245
C -2.347 0.992 7.103 -0.063
F 5.167 -2.565 2.206 -0.218
O -3.619 -0.072 -4.382 -0.227
O 0.836 -4.870 -1.192 -0.168
O 2.135 1.545 -2.694 -0.168
H 1.317 -0.738 -3.799 0.057
H -2.114 -3.767 -3.674 0.118
O 1.181 1.478 6.751 -0.261
H -1.775 3.706 2.974 0.108
F 1.940 -0.985 5.245 -0.187
C 2.233 -4.919 -0.855 -0.259
O -2.238 1.322 -2.704 -0.157
H 5.207 2.427 -2.320 0.118
C -4.484 -2.152 3.295 -0.069
H -2.343 -4.252 1.431 0.113
S 1.650 2.794 6.502 0.494
H 2.799 4.909 0.508 0.064
O 2.386 1.089 -0.159 -0.242
O -3.224 2.459 -4.564 -0.166
H 2.657 -3.925 -0.749 0.108
O -2.831 1.932 2.845 -0.169
O 0.789 -2.428 -0.493 -0.251
C 2.977 0.458 -3.133 -0.233
H -1.705 -1.711 -5.088 0.066
P -2.665 1.025 -4.179 0.346
H 5.455 3.772 0.412 0.083
H -1.128 2.579 1.801 0.092
O 3.185 -2.868 5.997 -0.259
F 2.299 3.907 2.960 -0.206
C -0.956 -1.375 -5.801 -0.069
O 1.390 -3.153 4.403 -0.290
S 2.539 -2.401 4.826 0.419
H -2.126 0.216 -6.699 0.107
H 4.934 1.618 -0.752 0.117
O 4.605 -4.170 3.869 -0.243
C -3.709 2.692 -5.883 -0.291
H 0.373 -3.925 -4.838 0.070
O -3.336 -0.141 4.020 -0.158
H 0.869 3.341 0.853 0.100
```

As for the net charge: -1. The calculation puts the LUMO energy at 1.8 eV. As for the orbital gap: 8.81 eV. The spin multiplicity is 1. As for the HOMO energy: -0.256 Ha.



Number 1: strongest force on any atom 0.6 eV/A, total energy -80453.8403 eV. Number 2: strongest force on any atom 5.8 eV/A, total energy -7659.3165 eV. Number 3: strongest force on any atom 5.1 eV/A, total energy -20238.1816 eV. Number 4: strongest force on any atom 5.1 eV/A, total energy -185688.5385 eV.